No. 1
Density functional theory data (ωB97M-V/def2-TZVPD) for a molecular structure, C22H58O11 in a non-equilibrium geometry.

Calculated values
Strongest force on any atom = 0.2852 hartree/bohr
Total charge = 0
Lowest unoccupied orbital energy = 0.01 eV
Energy = -46248.3168 eV
Energy relative to the best compared isomer or geometry (same formula, charge and spin) = 596.77 kcal/mol

XYZ file:
```
91
Properties=species:S:1:pos:R:3:mulliken_charge:R:1
C 13.623 3.108 -12.272 -0.27
C 12.249 3.065 -11.625 2.50
C 12.578 3.745 -10.240 -0.63
O 13.574 4.696 -10.575 -0.51
C 14.456 4.161 -11.569 -0.69
H 13.465 3.325 -13.328 0.39
H 14.199 2.187 -12.179 -0.21
H 11.828 2.060 -11.654 -0.88
H 11.563 3.626 -12.260 -0.67
H 13.008 3.044 -9.525 0.31
H 11.750 4.287 -9.783 0.29
H 15.364 3.677 -11.209 0.31
H 14.930 5.009 -12.062 0.32
C 8.706 -0.710 -10.891 1.19
C 9.116 -1.786 -11.853 -0.54
C 10.363 -2.305 -11.163 -0.14
O 9.971 -2.295 -9.790 -0.54
C 8.842 -1.423 -9.542 -0.89
H 7.704 -0.347 -11.123 -0.39
H 9.360 0.162 -10.914 -0.15
H 9.246 -1.462 -12.886 0.16
H 8.362 -2.572 -11.906 0.55
H 11.242 -1.660 -11.140 -0.18
H 10.726 -3.259 -11.547 0.48
H 8.967 -0.671 -8.764 0.34
H 7.958 -2.061 -9.536 0.36
C 6.421 -1.641 -13.108 -0.63
C 5.935 -0.351 -12.377 0.11
C 5.837 0.732 -13.396 -0.51
O 6.990 0.348 -14.248 -0.43
C 7.039 -1.036 -14.396 0.63
H 5.593 -2.328 -13.279 0.43
H 7.172 -2.085 -12.454 -0.64
H 6.668 -0.017 -11.643 -0.03
H 5.046 -0.449 -11.753 0.69
H 5.879 1.690 -12.877 0.36
H 4.915 0.470 -13.916 0.32
H 8.092 -1.256 -14.571 -0.60
H 6.469 -1.166 -15.316 0.42
C 6.795 4.190 -14.310 -0.84
O 7.433 4.195 -15.584 -0.74
H 5.961 3.496 -14.209 0.24
H 7.507 3.903 -13.536 0.70
H 6.428 5.159 -13.973 0.32
H 8.278 4.635 -15.469 0.58
C 9.965 3.460 -15.335 -1.50
O 9.335 4.682 -15.258 -0.39
H 9.208 2.680 -15.417 0.50
H 10.570 3.427 -16.241 0.41
H 10.618 3.251 -14.488 2.10
H 9.856 5.358 -15.699 0.37
C 12.810 -0.325 -11.342 -0.05
O 13.712 0.427 -12.005 -0.45
H 13.119 -0.378 -10.298 0.24
H 11.761 -0.034 -11.392 -0.35
H 12.823 -1.331 -11.761 0.67
H 14.321 -0.155 -12.466 0.40
C 8.124 3.359 -10.367 -0.78
O 7.749 3.555 -11.722 -0.56
H 8.267 2.303 -10.140 0.02
H 9.013 3.925 -10.091 0.48
H 7.365 3.794 -9.717 0.37
H 7.712 2.726 -12.206 -0.13
C 12.843 1.323 -14.607 -0.89
O 11.997 2.464 -14.598 -0.45
H 12.875 1.035 -15.658 0.93
H 13.842 1.539 -14.228 0.34
H 12.361 0.440 -14.189 -0.38
H 11.117 2.206 -14.313 -1.53
C 12.750 -1.271 -15.648 -0.91
O 11.437 -1.125 -14.970 -0.26
H 13.204 -2.246 -15.475 0.29
H 12.630 -1.168 -16.727 0.28
H 13.348 -0.468 -15.217 0.44
H 11.106 -1.940 -14.585 0.39
C 10.144 -0.061 -14.946 -0.35
O 9.495 1.123 -14.711 -0.91
C 8.858 1.183 -13.410 1.70
C 9.838 1.583 -12.298 1.76
O 10.781 2.596 -12.636 0.84
C 10.140 3.917 -12.535 -1.61
H 9.452 -0.880 -15.142 0.16
H 10.747 -0.316 -14.073 -0.70
H 10.829 0.206 -15.751 1.09
H 8.391 0.214 -13.237 -1.02
H 7.986 1.835 -13.450 -0.04
H 10.359 0.653 -12.070 -1.76
H 9.162 1.909 -11.508 -0.81
H 9.237 4.015 -13.137 1.29
H 10.833 4.707 -12.826 0.28
H 9.881 4.074 -11.488 -0.43
```


No. 2
Density functional theory data (ωB97M-V/def2-TZVPD) for 7 unconnected molecules or ions with the total composition C22H59F6N3O9P in a non-equilibrium geometry.

Calculated values
Strongest force on any atom = 0.0499 hartree/bohr
Total charge = -1
Lowest unoccupied orbital energy = 2.64 eV
Energy = -72264.1970 eV

XYZ file:
```
100
Properties=species:S:1:pos:R:3:mulliken_charge:R:1
P 1.005 1.087 1.246 1.44
F 0.657 1.909 2.607 -0.27
F 2.244 0.380 2.014 -0.49
F -0.058 -0.008 1.749 -0.30
F 1.443 0.265 -0.051 -0.38
F -0.199 1.784 0.373 -0.51
F 2.006 2.337 0.896 -0.44
C 0.052 2.547 -5.319 -0.79
O 1.001 2.838 -4.331 -0.23
C 0.510 3.865 -3.467 -0.87
C 1.246 3.748 -2.076 -0.13
N 2.598 3.149 -2.018 -0.27
C 3.579 4.231 -1.865 -0.87
C 3.664 5.102 -3.114 -0.55
O 3.707 4.353 -4.302 -0.25
C 4.574 4.876 -5.279 -0.80
H -0.957 2.400 -4.908 0.29
H 0.371 1.697 -5.915 0.25
H -0.106 3.407 -5.991 0.31
H -0.473 3.516 -3.150 0.59
H 0.590 4.824 -3.975 0.33
H 0.619 2.976 -1.634 -0.09
H 1.231 4.698 -1.534 0.35
H 2.612 2.707 -1.102 0.14
H 4.552 3.782 -1.632 0.49
H 3.385 4.833 -0.963 0.41
H 4.508 5.797 -3.029 0.59
H 2.783 5.759 -3.137 0.24
H 4.291 4.549 -6.280 0.22
H 5.583 4.464 -5.123 0.26
H 4.616 5.966 -5.195 0.36
C -3.246 1.631 1.340 -0.72
O -4.352 1.045 0.701 -0.23
C -5.543 1.173 1.437 -0.64
C -6.656 0.438 0.711 -0.60
N -6.367 -0.977 0.573 -0.33
C -7.288 -1.591 -0.360 -0.56
C -6.957 -3.084 -0.543 -0.66
O -5.799 -3.290 -1.324 -0.31
C -5.837 -2.840 -2.637 -0.73
H -2.570 0.975 1.894 0.26
H -3.454 2.512 1.958 0.43
H -2.561 2.077 0.613 0.04
H -5.865 2.211 1.578 0.39
H -5.408 0.689 2.412 0.37
H -6.792 0.895 -0.284 0.36
H -7.592 0.561 1.266 0.33
H -5.386 -1.074 0.332 0.26
H -7.317 -1.112 -1.353 0.37
H -8.322 -1.430 -0.038 0.41
H -7.780 -3.556 -1.094 0.40
H -6.842 -3.552 0.429 0.31
H -5.489 -1.796 -2.694 0.21
H -6.696 -2.977 -3.298 0.32
H -4.998 -3.281 -3.190 0.30
C 3.953 -5.299 -1.761 -0.96
O 3.049 -4.322 -1.313 -0.20
C 3.609 -3.453 -0.347 -0.97
C 2.668 -2.236 -0.175 -0.37
N 1.272 -2.565 0.130 0.01
C 0.979 -3.149 1.447 -0.18
C 1.102 -4.653 1.393 -0.57
O 0.265 -5.199 0.425 -0.21
C 0.420 -6.603 0.279 -0.73
H 3.398 -6.123 -2.206 0.25
H 4.540 -5.728 -0.936 0.36
H 4.691 -4.891 -2.461 0.34
H 4.614 -3.114 -0.626 0.54
H 3.734 -3.940 0.627 0.32
H 2.727 -1.629 -1.072 0.44
H 3.183 -1.734 0.658 0.15
H 0.883 -1.633 0.161 -0.07
H -0.010 -2.795 1.755 0.37
H 1.534 -2.729 2.303 0.18
H 0.994 -5.114 2.392 0.43
H 2.159 -4.906 1.210 0.12
H 0.457 -7.127 1.238 0.31
H 1.336 -6.696 -0.318 0.19
H -0.426 -6.944 -0.314 0.21
C -2.119 -0.592 -1.319 -0.47
O -1.086 -1.367 -1.949 -0.47
H -1.660 0.386 -1.156 0.19
H -2.966 -0.547 -2.013 0.34
H -2.482 -1.008 -0.382 0.16
H -0.836 -0.856 -2.723 0.25
C 1.082 4.107 5.051 -0.45
O 2.197 3.489 5.676 -0.51
H 1.455 4.904 4.399 0.27
H 0.529 3.410 4.422 0.11
H 0.396 4.587 5.746 0.29
H 2.884 3.347 5.022 0.29
C 3.278 -0.921 7.034 -1.30
C 3.332 -0.153 5.724 0.17
O 2.455 -0.731 4.785 -0.44
H 4.016 -0.578 7.762 0.38
H 3.638 -1.940 6.856 0.31
H 2.277 -0.922 7.461 0.32
H 4.386 -0.159 5.408 0.27
H 3.024 0.895 5.832 0.08
H 2.556 -0.260 3.948 0.27
```


No. 3
Density functional theory data (ωB97M-V/def2-TZVPD) for a molecular structure, C22H60AsF6O20S8 in a non-equilibrium geometry.

Calculated values
Strongest force on any atom = 0.1020 hartree/bohr
Total charge = -1
Lowest unoccupied orbital energy = 1.71 eV
Energy = -228560.5944 eV
Energy relative to the best compared isomer or geometry (same formula, charge and spin) = 103.90 kcal/mol

XYZ file:
```
117
Properties=species:S:1:pos:R:3:mulliken_charge:R:1
As 0.757 -0.860 0.942 2.05
F 0.195 -1.846 -0.437 -0.46
F -0.675 -1.368 1.838 -0.50
F 1.286 0.187 2.264 -0.44
F 2.099 -0.295 -0.086 -0.47
F -0.236 0.487 0.248 -0.36
F 1.579 -2.312 1.540 -0.52
O 6.570 1.880 4.188 -0.61
S 5.705 2.279 2.994 1.09
O 6.158 3.420 2.177 -0.59
O 5.393 0.907 2.095 -0.31
C 5.003 0.966 0.732 0.56
C 5.877 -0.091 0.055 -1.55
C 3.830 2.664 3.395 -0.86
H 5.177 1.929 0.252 0.43
H 3.961 0.756 0.490 -0.22
H 5.791 -1.068 0.531 0.36
H 6.926 0.173 0.190 0.36
H 5.526 -0.399 -0.930 0.39
H 3.477 1.881 4.067 0.40
H 3.266 2.732 2.465 0.10
H 3.711 3.585 3.965 0.46
O 1.235 6.040 -1.689 -0.64
S 1.201 5.153 -0.583 1.22
O 2.285 5.106 0.322 -0.53
O -0.180 5.581 0.248 -0.32
C -1.463 5.513 -0.358 -0.05
C -2.492 5.220 0.668 -0.96
C 0.756 3.381 -1.145 -0.96
H -1.633 4.862 -1.215 0.20
H -1.731 6.437 -0.871 0.33
H -2.475 5.694 1.650 0.32
H -2.315 4.191 0.980 0.01
H -3.489 5.366 0.251 0.38
H -0.049 3.341 -1.880 0.36
H 0.473 2.885 -0.217 0.14
H 1.634 2.875 -1.546 0.47
O 5.239 -3.156 -2.674 -0.61
S 3.859 -3.454 -2.660 1.08
O 3.278 -4.407 -3.594 -0.59
O 3.492 -3.969 -1.072 -0.31
C 2.525 -4.995 -0.819 0.54
C 3.036 -5.791 0.366 -1.41
C 2.799 -1.885 -2.613 -0.34
H 2.364 -5.776 -1.562 0.11
H 1.549 -4.533 -0.677 -0.03
H 2.770 -5.451 1.367 0.27
H 4.117 -5.804 0.229 0.39
H 2.776 -6.843 0.252 0.39
H 1.764 -2.216 -2.701 -0.01
H 3.131 -1.004 -3.162 0.51
H 3.001 -1.513 -1.608 -0.12
O -1.169 -8.322 -4.113 -0.63
S -0.923 -6.863 -4.076 1.12
O -1.839 -5.923 -4.777 -0.58
O -0.905 -6.452 -2.473 -0.41
C -1.180 -5.060 -2.160 0.63
C -1.474 -5.008 -0.692 -1.32
C 0.877 -6.523 -4.551 -0.75
H -1.995 -4.563 -2.685 0.38
H -0.231 -4.596 -2.430 -0.26
H -1.580 -3.993 -0.308 0.21
H -0.719 -5.504 -0.082 0.30
H -2.498 -5.315 -0.478 0.46
H 1.637 -7.264 -4.305 0.33
H 1.194 -5.514 -4.289 0.14
H 0.770 -6.540 -5.636 0.38
O -5.334 -0.486 -1.416 -0.65
S -4.578 0.743 -0.977 1.22
O -3.714 1.615 -1.874 -0.62
O -5.671 1.819 -0.354 -0.27
C -6.688 2.262 -1.239 -0.35
C -8.028 1.581 -1.089 -1.06
C -3.594 0.424 0.678 -0.55
H -6.371 2.337 -2.279 0.33
H -6.765 3.297 -0.906 0.30
H -8.842 2.011 -1.673 0.37
H -8.501 1.436 -0.118 0.30
H -7.858 0.595 -1.522 0.26
H -3.432 1.423 1.082 0.27
H -2.653 0.061 0.263 -0.06
H -4.133 -0.389 1.164 0.44
O -1.200 -0.838 -5.749 -0.68
S -1.197 -1.480 -4.428 1.13
O -0.860 -2.862 -4.323 -0.40
O -0.069 -0.658 -3.572 -0.25
C -0.028 0.700 -3.431 0.39
C 1.121 1.325 -4.182 -1.41
C -2.802 -1.136 -3.505 -0.71
H 0.030 0.886 -2.358 -0.32
H -0.937 1.164 -3.813 0.44
H 2.055 1.240 -3.627 0.23
H 0.801 2.341 -4.413 0.40
H 1.277 0.925 -5.184 0.38
H -2.807 -1.739 -2.597 0.34
H -3.638 -1.331 -4.176 0.45
H -2.680 -0.089 -3.227 0.04
C 0.478 5.563 4.953 -0.90
S 0.290 3.722 4.861 0.53
O -1.139 3.301 5.326 -0.64
C 0.295 3.489 3.034 -0.13
H 0.125 6.016 5.879 0.35
H -0.053 6.003 4.109 0.20
H 1.531 5.824 4.849 0.34
H -0.465 3.955 2.408 0.13
H 0.267 2.402 2.955 0.05
H 1.266 3.770 2.626 0.01
C -1.077 -0.161 5.062 -0.61
S -2.428 -0.148 6.301 0.49
O -2.689 -1.629 6.488 -0.66
C -1.529 0.449 7.765 -0.90
H -0.478 0.739 5.199 0.09
H -1.468 -0.116 4.046 0.17
H -0.470 -1.056 5.197 0.45
H -1.471 1.536 7.815 0.30
H -0.564 -0.056 7.717 0.27
H -2.119 0.208 8.650 0.38
```


No. 4
Density functional theory data (ωB97M-V/def2-TZVPD) for 13 unconnected molecules or ions with the total composition C22H60BO26 in a non-equilibrium geometry.

Calculated values
Strongest force on any atom = 0.0723 hartree/bohr
Total charge = -1
Lowest unoccupied orbital energy = 1.81 eV
Energy = -77701.3946 eV

XYZ file:
```
109
Properties=species:S:1:pos:R:3:mulliken_charge:R:1
O 3.159 -1.586 2.296 -0.58
C 2.083 -1.555 1.772 0.38
O 1.099 -0.694 1.991 -0.81
B 0.042 -0.952 1.010 1.20
O 0.459 -2.124 0.210 -0.29
C 1.653 -2.496 0.658 0.75
O 2.284 -3.416 0.273 -0.59
O -0.072 0.187 0.159 -0.43
C -1.292 0.610 0.130 0.40
O -1.724 1.571 -0.519 -0.50
C -2.163 -0.303 1.033 0.18
O -1.339 -1.146 1.617 -0.22
O -3.319 -0.111 1.224 -0.60
C -1.528 -3.338 -2.485 -0.30
O -1.718 -2.496 -3.589 -0.58
H -2.285 -4.134 -2.554 0.36
H -0.516 -3.733 -2.374 0.28
H -1.685 -2.798 -1.535 -0.11
H -0.858 -2.284 -3.998 0.32
C 1.712 2.396 -1.488 0.03
O 2.990 2.839 -1.208 -0.51
H 0.987 2.752 -0.741 0.18
H 1.291 2.690 -2.472 0.26
H 1.599 1.307 -1.333 -0.23
H 3.039 3.762 -1.492 0.29
C -3.250 -0.269 4.931 -0.13
O -1.927 -0.507 5.460 -0.53
H -3.528 0.748 5.178 0.21
H -3.173 -0.435 3.865 -0.11
H -4.011 -0.980 5.308 0.30
H -1.649 -1.387 5.185 0.29
C -5.346 2.735 2.518 -0.36
O -6.747 2.900 2.541 -0.58
H -5.042 1.711 2.363 0.15
H -4.798 3.362 1.812 0.12
H -4.874 3.020 3.465 0.35
H -6.992 2.859 1.593 0.33
C -3.060 -4.181 1.573 -0.15
O -3.952 -5.127 2.204 -0.57
H -2.032 -4.337 1.917 0.22
H -2.976 -4.293 0.470 0.12
H -3.312 -3.137 1.803 0.07
H -3.930 -4.952 3.147 0.30
C 4.835 -5.911 -0.108 -0.42
O 5.175 -7.211 0.392 -0.53
H 4.876 -5.017 0.530 0.12
H 5.545 -5.715 -0.935 0.28
H 3.846 -5.952 -0.586 0.26
H 4.550 -7.448 1.074 0.30
C 1.542 -1.097 -3.078 0.72
C 2.948 -1.551 -2.660 -0.22
O 3.765 -1.601 -3.808 -0.62
O 1.042 -1.905 -4.196 -0.58
H 1.541 -0.042 -3.348 0.03
H 0.771 -1.283 -2.312 -0.34
H 2.867 -2.553 -2.237 0.21
H 3.387 -0.851 -1.944 0.19
H 4.127 -0.740 -4.000 0.36
H 1.757 -2.068 -4.825 0.32
C 6.184 -3.127 4.739 -0.57
C 5.964 -1.690 4.376 -0.20
O 4.704 -1.218 4.780 -0.56
O 5.172 -4.005 4.223 -0.50
H 6.143 -3.315 5.828 0.27
H 7.169 -3.445 4.424 0.32
H 6.130 -1.527 3.325 0.33
H 6.681 -1.058 4.896 0.34
H 4.020 -1.680 4.262 0.37
H 5.280 -4.063 3.256 0.28
C -2.704 1.535 -3.578 0.22
C -1.295 1.116 -3.908 0.92
O -0.721 2.107 -4.820 -0.71
O -3.505 1.832 -4.694 -0.60
H -2.673 2.411 -2.899 -0.14
H -3.219 0.769 -2.972 -0.02
H -1.237 0.173 -4.465 0.08
H -0.714 0.957 -2.993 -0.50
H -0.742 3.008 -4.452 0.38
H -2.907 2.347 -5.289 0.39
C -5.946 0.381 -1.631 -0.49
C -5.380 1.717 -1.113 0.31
O -6.507 2.551 -0.568 -0.51
O -6.985 0.510 -2.557 -0.61
H -6.471 -0.131 -0.824 0.30
H -5.173 -0.249 -2.047 0.37
H -4.940 2.275 -1.950 0.10
H -4.714 1.687 -0.272 -0.07
H -7.209 2.499 -1.214 0.30
H -6.628 0.741 -3.414 0.34
C 4.315 1.685 2.055 0.07
C 4.932 3.074 2.011 -0.42
O 5.116 3.636 3.274 -0.54
O 5.207 0.876 2.783 -0.58
H 4.248 1.296 1.025 0.05
H 3.319 1.765 2.535 0.23
H 4.203 3.650 1.391 0.18
H 5.929 3.094 1.496 0.29
H 5.357 2.919 3.864 0.33
H 4.790 0.078 3.081 0.30
C -0.502 5.700 -2.495 -0.64
C -1.349 4.985 -1.451 0.30
O -2.743 5.258 -1.753 -0.58
O -0.687 5.028 -3.740 -0.49
H 0.571 5.715 -2.245 0.33
H -0.843 6.744 -2.675 0.36
H -0.937 5.346 -0.512 0.35
H -1.127 3.907 -1.534 -0.22
H -3.237 4.852 -1.035 0.29
H -0.208 5.549 -4.401 0.25
```


| no. | highest occupied orbital energy (eV) | HOMO-LUMO gap (Eh) |
| --- | --- | --- |
| 1 | -7.5 | 0.2770 |
| 2 | -5.5 | 0.3001 |
| 3 | -6.8 | 0.3135 |
| 4 | -7.9 | 0.3579 |